Here is 9 unconnected molecules or ions with the total composition C48H51N7O20S2 in a non-equilibrium geometry from the Open Molecules 2025 dataset. Energies are from wB97M-V/def2-TZVPD.

**DFT total energy**: -123629.61346 eV
**Net charge**: 0
**SMILES string**: O=[N+]([O-])c1ccccc1.O=[N+]([O-])c1ccccc1.O=[N+]([O-])c1ccccc1.O=[N+]([O-])c1ccccc1.O=[N+]([O-])c1ccccc1.O=[N+]([O-])c1ccccc1.O=[N+]([O-])c1ccccc1.CCOS(C)(=O)=O.CCOS(C)(=O)=O
**Frontier orbital gap**: 9.0 eV

Bonds (Å) are listed after each position.
Geometry (Å):
1 C 3.9281 6.0057 -6.6495  C2 1.408, C6 1.351, H10 1.080
2 C 4.3284 5.8788 -5.3056  C1 1.408, C3 1.375, H11 1.080
3 C 4.8263 4.6662 -4.8907  C2 1.375, C4 1.420, H12 1.080
4 C 4.8793 3.5541 -5.7722  C3 1.420, C5 1.415, N7 1.494
5 C 4.2822 3.6735 -7.0496  C4 1.415, C6 1.387, H13 1.080
6 C 3.8591 4.9285 -7.4625  C1 1.351, C5 1.387, H14 1.080
7 N 5.6193 2.3236 -5.3576  C4 1.494, O8 1.264, O9 1.270
8 O 5.6187 1.3373 -6.1484  N7 1.264
9 O 6.1938 2.3382 -4.2248  N7 1.270
10 H 3.6146 6.9828 -6.9864  C1 1.080
11 H 4.2803 6.7855 -4.7209  C2 1.080
12 H 5.3261 4.6093 -3.9351  C3 1.080
13 H 4.2336 2.8958 -7.7974  C5 1.080
14 H 3.4148 5.0761 -8.4358  C6 1.080
15 C 4.2274 -6.0094 -6.3448  C16 1.355, C20 1.414, H24 1.080
16 C 4.3473 -6.9023 -5.3330  C15 1.355, C17 1.405, H25 1.080
17 C 3.2151 -7.2449 -4.5748  C16 1.405, C18 1.446, H26 1.080
18 C 1.9310 -6.7029 -4.9610  C17 1.446, C19 1.387, N21 1.533
19 C 1.8624 -5.6982 -5.9146  C18 1.387, C20 1.390, H27 1.080
20 C 3.0108 -5.3409 -6.6120  C15 1.414, C19 1.390, H28 1.080
21 N 0.6793 -7.1971 -4.2277  C18 1.533, O22 1.233, O23 1.242
22 O -0.3380 -6.5106 -4.3418  N21 1.233
23 O 0.6681 -8.2014 -3.4964  N21 1.242
24 H 5.1274 -5.7087 -6.8606  C15 1.080
25 H 5.3191 -7.1997 -4.9677  C16 1.080
26 H 3.3926 -7.8767 -3.7172  C17 1.080
27 H 0.9579 -5.1398 -6.1056  C19 1.080
28 H 2.8803 -4.6745 -7.4518  C20 1.080
29 C -3.5786 3.4858 -10.5053  C30 1.396, C34 1.386, H38 1.080
30 C -2.8245 2.4459 -11.0531  C29 1.396, C31 1.398, H39 1.080
31 C -1.8757 1.8578 -10.2115  C30 1.398, C32 1.394, H40 1.080
32 C -1.7908 2.1956 -8.8615  C31 1.394, C33 1.423, N35 1.459
33 C -2.5145 3.3459 -8.4399  C32 1.423, C34 1.353, H41 1.080
34 C -3.4222 3.9780 -9.2194  C29 1.386, C33 1.353, H42 1.080
35 N -0.9273 1.4965 -7.9156  C32 1.459, O36 1.262, O37 1.202
36 O -0.8489 1.9805 -6.7531  N35 1.262
37 O -0.4006 0.4879 -8.3038  N35 1.202
38 H -4.3230 3.9974 -11.0974  C29 1.080
39 H -2.9608 2.2324 -12.1030  C30 1.080
40 H -1.2627 1.0787 -10.6401  C31 1.080
41 H -2.4229 3.6323 -7.4026  C33 1.080
42 H -4.1233 4.6878 -8.8057  C34 1.080
43 C -4.9575 -6.5519 5.0610  C44 1.408, C48 1.389, H52 1.080
44 C -5.7596 -7.5342 5.6725  C43 1.408, C45 1.366, H53 1.080
45 C -5.8289 -7.6567 7.0313  C44 1.366, C46 1.444, H54 1.080
46 C -5.0438 -6.8190 7.9068  C45 1.444, C47 1.419, N49 1.497
47 C -4.1354 -5.9381 7.2652  C46 1.419, C48 1.418, H55 1.080
48 C -4.1068 -5.7930 5.8545  C43 1.389, C47 1.418, H56 1.080
49 N -5.3911 -6.6295 9.3505  C46 1.497, O50 1.223, O51 1.213
50 O -4.7955 -5.8609 10.0921  N49 1.223
51 O -6.3882 -7.1960 9.7441  N49 1.213
52 H -4.8156 -6.5391 3.9905  C43 1.080
53 H -6.3855 -8.1501 5.0438  C44 1.080
54 H -6.5683 -8.3358 7.4294  C45 1.080
55 H -3.5016 -5.3524 7.9146  C47 1.080
56 H -3.3615 -5.1714 5.3806  C48 1.080
57 C 0.8881 -2.3335 -0.1931  C58 1.426, C62 1.367, H66 1.080
58 C 1.4792 -1.5494 -1.2276  C57 1.426, C59 1.363, H67 1.080
59 C 1.9186 -0.2844 -0.9758  C58 1.363, C60 1.459, H68 1.080
60 C 1.8009 0.2900 0.3601  C59 1.459, C61 1.413, N63 1.444
61 C 1.2793 -0.5247 1.3896  C60 1.413, C62 1.409, H69 1.080
62 C 0.7311 -1.7759 1.0448  C57 1.367, C61 1.409, H70 1.080
63 N 2.1470 1.6818 0.5313  C60 1.444, O64 1.221, O65 1.269
64 O 2.7430 2.2917 -0.3432  N63 1.221
65 O 1.6828 2.1879 1.5980  N63 1.269
66 H 0.5766 -3.3470 -0.3980  C57 1.080
67 H 1.6238 -1.9194 -2.2318  C58 1.080
68 H 2.2677 0.3585 -1.7702  C59 1.080
69 H 1.1343 -0.0668 2.3569  C61 1.080
70 H 0.2367 -2.3712 1.7981  C62 1.080
71 C -5.9286 -0.2512 10.8197  C72 1.386, C76 1.361, H80 1.080
72 C -6.5213 -0.2118 9.5672  C71 1.386, C73 1.378, H81 1.080
73 C -5.7646 -0.0914 8.4222  C72 1.378, C74 1.445, H82 1.080
74 C -4.3319 -0.2260 8.5485  C73 1.445, C75 1.435, N77 1.444
75 C -3.8015 -0.1277 9.8787  C74 1.435, C76 1.379, H83 1.080
76 C -4.5838 -0.1660 11.0140  C71 1.361, C75 1.379, H84 1.080
77 N -3.4885 -0.1888 7.3768  C74 1.444, O78 1.227, O79 1.201
78 O -2.2627 -0.1940 7.4390  N77 1.227
79 O -4.0591 -0.1738 6.3206  N77 1.201
80 H -6.5793 -0.3858 11.6711  C71 1.080
81 H -7.5885 -0.1746 9.4057  C72 1.080
82 H -6.2290 -0.0040 7.4510  C73 1.080
83 H -2.7506 -0.1881 10.1202  C75 1.080
84 H -4.1377 -0.1835 11.9975  C76 1.080
85 C -1.6498 5.6098 -1.8188  C86 1.417, C90 1.388, H94 1.080
86 C -0.6563 6.6032 -1.9992  C85 1.417, C87 1.383, H95 1.080
87 C -0.9321 7.9431 -1.7975  C86 1.383, C88 1.404, H96 1.080
88 C -2.2198 8.3543 -1.4165  C87 1.404, C89 1.384, N91 1.474
89 C -3.2021 7.3928 -1.2551  C88 1.384, C90 1.405, H97 1.080
90 C -2.9107 6.0275 -1.4166  C85 1.388, C89 1.405, H98 1.080
91 N -2.4508 9.7831 -1.1394  C88 1.474, O92 1.228, O93 1.268
92 O -3.3290 10.0077 -0.3115  N91 1.228
93 O -1.7814 10.6617 -1.7617  N91 1.268
94 H -1.4413 4.5616 -1.9746  C85 1.080
95 H 0.3078 6.3708 -2.4270  C86 1.080
96 H -0.1932 8.6872 -2.0556  C87 1.080
97 H -4.2105 7.6629 -0.9781  C89 1.080
98 H -3.7292 5.3472 -1.2335  C90 1.080
99 O 0.1424 -7.9180 2.8857  S100 1.458
100 S 0.8588 -9.1772 2.7246  O99 1.458, O101 1.451, O102 1.625, C105 1.819
101 O 2.0079 -9.3392 1.8528  S100 1.451
102 O 1.1480 -9.7384 4.2220  S100 1.625, C103 1.417
103 C 2.0713 -10.7909 4.4383  O102 1.417, C104 1.511, H106 1.090, H107 1.090
104 C 3.4910 -10.2919 4.5746  C103 1.511, H108 1.090, H109 1.090, H110 1.090
105 C -0.2192 -10.5306 2.1619  S100 1.819, H111 1.090, H112 1.090, H113 1.090
106 H 1.9096 -11.5080 3.6335  C103 1.090
107 H 1.7379 -11.2100 5.3877  C103 1.090
108 H 3.6042 -9.4870 5.3008  C104 1.090
109 H 3.8492 -9.9014 3.6221  C104 1.090
110 H 4.1725 -11.0677 4.9235  C104 1.090
111 H -1.1151 -10.4273 2.7741  C105 1.090
112 H 0.1993 -11.5201 2.3460  C105 1.090
113 H -0.4681 -10.4454 1.1041  C105 1.090
114 O 5.0045 8.9889 4.6639  S115 1.452
115 S 3.8926 8.9657 3.7308  O114 1.452, O116 1.459, O117 1.668, C120 1.932
116 O 2.5799 8.5818 4.2385  S115 1.459
117 O 3.9020 10.4462 2.9627  S115 1.668, C118 1.435
118 C 2.9405 10.8152 1.9633  O117 1.435, C119 1.558, H121 1.090, H122 1.090
119 C 3.6791 10.8340 0.5920  C118 1.558, H123 1.090, H124 1.090, H125 1.090
120 C 4.2014 7.8586 2.1778  S115 1.932, H126 1.090, H127 1.090, H128 1.090
121 H 2.5185 11.8094 2.1104  C118 1.090
122 H 2.0439 10.1954 1.9703  C118 1.090
123 H 3.1773 11.4765 -0.1315  C119 1.090
124 H 3.8434 9.8063 0.2680  C119 1.090
125 H 4.5998 11.3744 0.8116  C119 1.090
126 H 3.3592 7.9545 1.4925  C120 1.090
127 H 4.3736 6.7965 2.3520  C120 1.090
128 H 5.0408 8.3444 1.6804  C120 1.090